# 1
Density functional theory data (wB97M-V/def2-TZVPD) for C8H10ClCoNO4 as an isolated structure.

ORCA input file:
```
! wB97M-V def2-TZVPD RIJCOSX def2/J DEFGRID3
* xyz -1 5
C 0.9775 -1.5736 -2.0424
C -0.3960 -1.2414 -2.2227
C -1.0622 -1.4141 -0.9350
C -0.0808 -1.7851 0.0464
C 1.1653 -1.9713 -0.6619
Co 0.3114 -0.1642 -0.8762
C -1.1853 1.3573 -0.6254
C 0.1469 1.9246 -1.0118
C 0.4119 2.6744 -2.1753
N 1.2468 1.3557 -0.3722
H -2.1319 -1.2880 -0.7292
H -0.8517 -0.9497 -3.1627
H -0.2249 -1.8778 1.1539
H 2.0981 -2.3046 -0.2425
H 1.7713 -1.5230 -2.8089
H -1.9803 1.0464 -1.3355
H 1.2034 1.1762 0.6423
H -1.5148 1.4816 0.3951
H -0.2761 3.2268 -2.8428
H 1.4508 2.6056 -2.5338
O -0.1026 1.2918 4.0269
Cl -0.2118 -0.1541 3.8375
O 1.0866 -0.7821 4.0358
O -1.2188 -0.7327 4.7002
O -0.6322 -0.3794 2.4165
*
```

Computed properties:
HOMO level (alpha / beta): -0.12216 / -0.21882 Ha
Lowest unoccupied orbital energy (alpha / beta): 3.17 / 1.57 eV
Orbital gap (alpha / beta): 6.5 / 7.5 eV

These are the Löwdin partial charges, in e, on atoms 1 to 5:
1. C -0.180
2. C -0.214
3. C -0.209
4. C -0.161
5. C -0.131

---

# 2
Density functional theory data (wB97M-V/def2-TZVPD) for C28H25BrN4O3PdS2 as an isolated structure.

ORCA input file:
```
! wB97M-V def2-TZVPD RIJCOSX def2/J DEFGRID3
* xyz 0 3
Pd 0.0800 -0.0652 -0.1615
N -0.2937 3.3801 2.4445
C -0.2453 2.1619 1.8018
S 0.1296 2.2218 0.0836
N -0.4443 1.0895 2.4861
N -0.2559 -0.0594 1.7712
C -0.4475 -1.2672 2.3244
C -0.7524 -1.4187 3.7617
C -1.8690 -2.1442 4.1689
C -2.1464 -2.3118 5.5182
C -1.3097 -1.7530 6.4725
C -0.1975 -1.0229 6.0729
C 0.0785 -0.8534 4.7270
C -0.3011 -2.3700 1.4559
C -0.2747 -3.7316 1.8488
C -0.0904 -4.7066 0.9126
C 0.0869 -4.3620 -0.4467
C 0.0750 -3.0337 -0.7814
N -0.1296 -2.0669 0.1210
H -0.5776 4.1601 1.8754
H -0.7331 3.3449 3.3516
H -2.5261 -2.5707 3.4209
H -3.0204 -2.8738 5.8211
H -1.5243 -1.8814 7.5257
H 0.4573 -0.5834 6.8145
H 0.9374 -0.2762 4.4120
H -0.3838 -3.9768 2.8954
H -0.0664 -5.7448 1.2168
H 0.2292 -5.1124 -1.2097
H 0.2220 -2.6887 -1.7981
C 2.9269 1.3209 -5.9347
C 3.0432 1.1828 -4.4439
C 3.3000 -0.0556 -3.8569
C 3.3863 -0.1887 -2.4835
C 3.2346 0.9354 -1.6845
C 2.9703 2.1756 -2.2440
C 2.8792 2.2925 -3.6212
S 3.2140 0.8065 0.0856
C 4.8384 0.1004 0.3445
O 2.3008 -0.3587 0.4224
H 2.9240 0.3456 -6.4216
H 3.7600 1.8959 -6.3427
H 2.0047 1.8370 -6.2047
H 3.4147 -0.9292 -4.4881
H 3.5321 -1.1626 -2.0327
H 2.8095 3.0342 -1.6040
H 2.6588 3.2569 -4.0631
H 4.9391 -0.8277 -0.2144
H 4.9249 -0.0929 1.4119
H 5.5874 0.8265 0.0310
Br -2.3692 0.7275 -8.4551
C -1.9221 0.5309 -6.6256
C -0.7058 -0.0403 -6.2850
C -0.3773 -0.1707 -4.9455
C -1.2644 0.2509 -3.9629
C -2.4840 0.8109 -4.3216
C -2.8161 0.9618 -5.6579
C -0.9127 0.1072 -2.5225
O -1.7761 0.2090 -1.6320
O 0.3135 -0.1187 -2.2251
H -0.0287 -0.3746 -7.0589
H 0.5745 -0.5930 -4.6516
H -3.1664 1.1255 -3.5438
H -3.7579 1.4064 -5.9475
*
```

Computed properties:
HOMO level (alpha / beta): -0.20404 / -0.27751 Ha
Lowest unoccupied orbital energy (alpha / beta): -0.16 / -1.01 eV
Orbital gap (alpha / beta): 5.4 / 6.5 eV

These are the Löwdin partial charges, in e, on atoms 1 to 5:
1. Pd 1.034
2. N 0.049
3. C -0.820
4. S 0.651
5. N 0.025

---

# 3
Density functional theory data (wB97M-V/def2-TZVPD) for C30H25ClF3N3NiO2P as an isolated structure.

ORCA input file:
```
! wB97M-V def2-TZVPD RIJCOSX def2/J DEFGRID3
* xyz -1 1
Ni -1.1238 0.1128 -0.4282
Cl -0.0349 -5.8590 -1.2171
C -1.1807 -4.6740 -0.6647
C -2.5295 -4.9719 -0.6262
C -3.3979 -3.9865 -0.1873
C -2.8735 -2.7617 0.1971
N -1.5732 -2.4910 0.1671
C -0.7360 -3.4227 -0.2688
H -2.8842 -5.9436 -0.9424
H -4.4647 -4.1610 -0.1555
H -3.5195 -1.9520 0.5188
H 0.3101 -3.1454 -0.3271
C -1.7439 -0.1008 2.9268
P -0.5373 0.5187 1.6970
C -0.3516 2.2540 2.2190
C 0.9947 -0.2749 2.3037
C 2.1289 0.4504 2.6580
C 3.3033 -0.2017 3.0116
C 3.3575 -1.5868 3.0211
C 2.2292 -2.3203 2.6783
C 1.0603 -1.6681 2.3183
H -1.8367 -1.1820 2.8245
H -2.7177 0.3452 2.7193
H -1.4403 0.1433 3.9457
H -0.0643 2.3247 3.2697
H -1.3038 2.7657 2.0752
H 0.3984 2.7329 1.5898
H 2.1173 1.5321 2.6265
H 4.1824 0.3803 3.2586
H 4.2784 -2.0935 3.2818
H 2.2644 -3.4030 2.6721
H 0.1961 -2.2460 2.0123
C -2.7396 1.1749 -0.1729
C -2.7698 2.3104 -1.1382
C -3.8150 2.4685 -2.0526
C -3.8395 3.5214 -2.9468
C -2.8052 4.4559 -2.9480
C -1.7404 4.3047 -2.0580
C -1.7272 3.2450 -1.1737
C -2.8367 5.5611 -3.8627
N -2.8641 6.4541 -4.5892
H -3.6230 0.5450 -0.3090
H -2.7997 1.5932 0.8388
H -4.6112 1.7348 -2.0676
H -4.6560 3.6275 -3.6497
H -0.9189 5.0091 -2.0775
H -0.8654 3.1005 -0.5332
O 3.2503 2.9238 0.1791
C 2.8968 1.8236 -0.2015
N 1.5959 1.3899 -0.3521
C 1.6291 0.0927 -0.6697
O 0.6581 -0.6850 -0.7804
C 3.0422 -0.4035 -0.7966
C 3.5707 -1.6465 -1.0680
C 4.9597 -1.7671 -1.0439
C 5.7696 -0.6732 -0.7514
C 5.2163 0.5769 -0.4734
C 3.8433 0.6813 -0.5056
H 2.9306 -2.4918 -1.2877
H 5.4188 -2.7257 -1.2535
H 6.8456 -0.7994 -0.7384
H 5.8341 1.4332 -0.2338
F -1.1444 -1.5307 -2.6649
C -1.7145 -0.3569 -2.2112
F -3.0709 -0.6051 -2.3789
F -1.4272 0.5433 -3.2027
*
```

Computed properties:
HOMO level (alpha / beta): -0.18554 / -0.18550 Ha
Lowest unoccupied orbital energy (alpha / beta): 2.39 / 2.39 eV
Orbital gap (alpha / beta): 7.4 / 7.4 eV

These are the Löwdin partial charges, in e, on atoms 1 to 5:
1. Ni 0.220
2. Cl 0.651
3. C -0.641
4. C -0.098
5. C -0.054

---

# 4
Density functional theory data (wB97M-V/def2-TZVPD) for C35H70BN7OsS3SbSi3 as an isolated structure.

ORCA input file:
```
! wB97M-V def2-TZVPD RIJCOSX def2/J DEFGRID3
* xyz 3 1
Os 0.2714 -0.4461 0.0620
C -2.4813 -0.8572 5.9777
C -1.5335 -1.4652 4.9368
C -1.3451 -2.9651 5.1854
C -0.1815 -0.7686 5.0129
N -2.1655 -1.3110 3.6068
C -3.3868 -1.8822 3.3756
C -3.7753 -1.5467 2.1242
N -2.8113 -0.7524 1.5738
B -3.1414 0.0627 0.2713
N -2.9244 -0.8146 -0.9975
C -3.7799 -0.7107 -2.0632
C -3.5998 -1.7862 -2.8677
N -2.6308 -2.5694 -2.3094
C -2.2189 -1.9519 -1.1807
S -0.9904 -2.5009 -0.1225
C -2.1366 -3.8501 -2.8565
C -2.2471 -4.9250 -1.7734
C -0.6970 -3.6176 -3.3191
C -2.9963 -4.2840 -4.0413
N -2.3950 1.3739 0.2662
C -2.7623 2.7157 0.7969
C -0.9029 4.0497 -0.8660
N -0.1931 3.2458 -1.7296
C -0.5194 1.9342 -1.5001
S 0.2110 0.4729 -2.0692
C 0.5814 3.8625 -2.8298
C -0.3845 4.7005 -3.6747
C 1.6684 4.7412 -2.2080
C 1.2035 2.8080 -3.7344
C -1.8259 -0.6404 2.4852
S -0.3610 0.2268 2.1941
H -2.0025 -0.8719 6.9530
H -3.4086 -1.4173 6.0573
H -2.7188 0.1773 5.7359
H -0.8789 -3.0997 6.1567
H -0.7068 -3.4133 4.4253
H -2.2912 -3.4984 5.1916
H 0.2670 -0.9828 5.9792
H -0.2809 0.3113 4.9204
H 0.4887 -1.1433 4.2425
H -3.9116 -2.4566 4.1087
H -4.6597 -1.8095 1.5833
H -4.3013 0.2816 0.3242
H -4.4727 0.1003 -2.1598
H -4.1004 -2.0396 -3.7772
H -1.5868 -4.7346 -0.9333
H -1.9883 -5.8943 -2.1869
H -3.2710 -4.9796 -1.4102
H -0.0929 -3.1916 -2.5206
H -0.6839 -2.9341 -4.1654
H -0.2526 -4.5577 -3.6273
H -4.0338 -4.4246 -3.7464
H -2.6273 -5.2404 -4.4022
H -2.9446 -3.5840 -4.8713
H -2.5334 2.7852 1.8642
H -0.8024 5.1136 -0.8627
H -0.8287 5.5176 -3.1146
H -1.1847 4.0813 -4.0756
H 0.1611 5.1295 -4.5109
H 1.2490 5.5510 -1.6177
H 2.2604 5.1924 -2.9973
H 2.3306 4.1532 -1.5773
H 0.4332 2.2134 -4.2199
H 1.8758 2.1496 -3.1940
H 1.7700 3.3123 -4.5112
C 6.2580 -0.4705 -1.9774
Si 4.4889 0.1726 -2.2113
C 4.4260 2.0597 -1.9283
C 3.5102 -0.6670 -3.6081
Sb 2.7272 -0.6247 0.0549
Si 3.6671 0.9924 2.0896
C 5.5080 1.2540 1.6966
C 2.5061 2.4931 1.8568
C 3.3387 -0.0533 3.6412
Si 3.3939 -3.3564 0.3641
C 2.8658 -3.6251 2.1704
C 2.3421 -4.2126 -0.9710
C 5.2669 -3.3037 0.0594
H 6.9235 0.1583 -2.5656
H 6.3880 -1.4868 -2.3342
H 6.6093 -0.4273 -0.9522
H 4.2221 2.5907 -2.8545
H 5.3920 2.4137 -1.5750
H 3.6731 2.3435 -1.1960
H 3.7389 -0.2149 -4.5700
H 2.4354 -0.6016 -3.4577
H 3.7789 -1.7189 -3.6756
H 5.6746 1.8682 0.8187
H 6.0263 0.3113 1.5543
H 5.9844 1.7536 2.5349
H 2.8260 3.1372 1.0424
H 2.4693 3.1031 2.7543
H 1.4913 2.1539 1.6474
H 4.1599 -0.7337 3.8450
H 2.4301 -0.6382 3.5375
H 3.2218 0.5825 4.5142
H 1.8978 -3.1727 2.3754
H 3.5952 -3.2142 2.8630
H 2.7858 -4.6879 2.3825
H 1.3257 -4.3689 -0.6174
H 2.7485 -5.1883 -1.2250
H 2.2998 -3.6257 -1.8861
H 5.7220 -2.3821 0.4052
H 5.5071 -3.4326 -0.9907
H 5.7446 -4.1201 0.5925
C -4.0001 4.8113 0.9795
C -4.1409 3.3580 0.5142
C -4.4469 3.3142 -0.9833
C -5.2735 2.7207 1.3232
C -1.6694 3.2388 -0.1009
N -1.4417 1.9631 -0.5295
H -4.8740 5.3828 0.6852
H -3.1213 5.2839 0.5487
H -3.9207 4.8564 2.0628
H -5.4606 3.6611 -1.1634
H -4.3638 2.3029 -1.3795
H -3.7683 3.9651 -1.5301
H -6.1751 3.3132 1.1862
H -5.0409 2.7214 2.3860
H -5.4953 1.7043 1.0115
*
```

Computed properties:
HOMO level (alpha / beta): -0.55516 / -0.55460 Ha
Lowest unoccupied orbital energy (alpha / beta): -9.69 / -9.54 eV
Orbital gap (alpha / beta): 5.4 / 5.6 eV

These are the Löwdin partial charges, in e, on atoms 1 to 5:
1. Os 0.324
2. C -0.004
3. C -0.537
4. C -0.005
5. C -0.079

---

Number 1: DFT total energy -2509.08269 a.u.. Number 2: DFT total energy -5024.98626 a.u.. Number 3: DFT total energy -4082.54076 a.u.. Number 4: DFT total energy -4176.99198 a.u..